C33H86B2N4NaO3Sn as an isolated structure at a distorted geometry, computed with ωB97M-V with the def2-TZVPD basis set.

Last column: Löwdin charge in e.
Atoms and positions in Å:
Na (-19.297, 13.379, 18.845)  0.1709
Sn (-21.239, 13.785, 22.533)  1.6655
B (-21.671, 13.172, 19.604)  -0.4827
H (-22.736, 13.263, 20.044)  -0.0128
H (-21.177, 14.168, 19.646)  -0.0554
H (-21.062, 12.475, 20.237)  -0.0652
H (-21.576, 12.766, 18.563)  -0.0070
B (-18.411, 13.905, 21.198)  -0.5309
H (-18.132, 14.204, 22.275)  -0.0325
H (-17.492, 13.855, 20.507)  0.0161
H (-18.884, 12.899, 21.204)  -0.0441
H (-19.140, 14.630, 20.762)  -0.0509
C (-19.353, 17.287, 21.929)  -0.0679
C (-20.518, 17.263, 20.939)  -0.2532
N (-21.736, 16.652, 21.466)  -0.2000
C (-22.255, 17.343, 22.655)  -0.2573
C (-22.736, 18.785, 22.422)  -0.0588
C (-22.692, 16.610, 20.343)  -0.2537
C (-23.998, 15.899, 20.698)  -0.0717
H (-18.463, 17.578, 21.369)  0.0649
H (-19.154, 16.278, 22.296)  0.0334
H (-19.452, 17.991, 22.754)  0.0798
H (-20.661, 18.297, 20.604)  0.1291
H (-20.170, 16.704, 20.072)  0.0837
H (-23.016, 16.751, 23.166)  0.1058
H (-21.450, 17.377, 23.392)  0.1025
H (-21.922, 19.457, 22.152)  0.0771
H (-23.554, 18.854, 21.709)  0.0719
H (-23.102, 19.170, 23.376)  0.0841
H (-22.307, 16.135, 19.442)  0.0997
H (-22.964, 17.633, 20.063)  0.1172
H (-24.557, 16.481, 21.435)  0.0714
H (-23.821, 14.922, 21.151)  0.0362
H (-24.605, 15.859, 19.796)  0.0924
C (-18.033, 16.502, 18.126)  -0.0605
C (-19.312, 16.220, 17.320)  -0.2234
N (-19.408, 14.848, 16.775)  -0.1928
C (-20.754, 14.586, 16.215)  -0.2361
C (-20.978, 13.149, 15.810)  -0.0624
C (-18.329, 14.608, 15.828)  -0.2475
C (-18.233, 15.570, 14.628)  -0.0641
H (-17.220, 16.679, 17.423)  0.0678
H (-17.839, 15.660, 18.789)  0.0550
H (-18.181, 17.417, 18.700)  0.0848
H (-20.156, 16.323, 18.006)  0.0912
H (-19.459, 16.903, 16.479)  0.1182
H (-20.974, 15.306, 15.416)  0.1172
H (-21.473, 14.889, 16.981)  0.1082
H (-21.981, 13.038, 15.394)  0.0901
H (-20.957, 12.479, 16.668)  0.0459
H (-20.265, 12.829, 15.052)  0.0724
H (-17.362, 14.580, 16.326)  0.0924
H (-18.502, 13.644, 15.348)  0.0906
H (-19.182, 15.659, 14.095)  0.0733
H (-17.907, 16.569, 14.916)  0.0685
H (-17.556, 15.171, 13.872)  0.0808
C (-14.764, 19.209, 18.044)  -0.0872
C (-14.199, 18.921, 19.430)  -0.2688
N (-13.722, 17.547, 19.598)  -0.1727
C (-14.873, 16.643, 19.681)  -0.2229
C (-15.701, 16.704, 20.978)  -0.0771
C (-12.796, 17.510, 20.731)  -0.2522
C (-12.198, 16.117, 21.026)  -0.0654
H (-14.008, 19.031, 17.277)  0.0796
H (-15.021, 20.262, 17.912)  0.0738
H (-15.667, 18.643, 17.802)  0.0447
H (-13.324, 19.577, 19.424)  0.1134
H (-14.895, 19.272, 20.200)  0.1096
H (-15.471, 16.743, 18.781)  0.0766
H (-14.534, 15.602, 19.669)  0.0949
H (-16.140, 17.668, 21.255)  0.0645
H (-16.632, 16.140, 20.837)  0.0420
H (-15.163, 16.303, 21.834)  0.0557
H (-13.266, 17.860, 21.658)  0.1102
H (-11.977, 18.158, 20.422)  0.1138
H (-12.982, 15.365, 21.079)  0.0228
H (-11.728, 16.166, 22.008)  0.0768
H (-11.451, 15.876, 20.273)  0.0779
C (-19.863, 9.858, 19.183)  -0.0587
C (-18.417, 10.307, 19.425)  -0.2403
N (-17.895, 11.262, 18.427)  -0.1873
C (-18.155, 10.820, 17.051)  -0.2339
C (-17.388, 9.559, 16.630)  -0.0577
C (-16.515, 11.598, 18.791)  -0.2351
C (-16.079, 12.850, 18.066)  -0.0684
H (-20.456, 10.755, 18.981)  0.0492
H (-20.366, 9.494, 20.080)  0.0711
H (-20.008, 9.172, 18.350)  0.0796
H (-18.493, 10.808, 20.391)  0.0793
H (-17.764, 9.428, 19.464)  0.1170
H (-19.224, 10.669, 16.908)  0.0979
H (-17.852, 11.633, 16.389)  0.0957
H (-16.329, 9.829, 16.597)  0.0716
H (-17.455, 8.770, 17.380)  0.0709
H (-17.673, 9.182, 15.651)  0.0803
H (-15.848, 10.735, 18.692)  0.1260
H (-16.503, 11.889, 19.845)  0.0902
H (-15.946, 12.645, 17.001)  0.0787
H (-15.125, 13.245, 18.424)  0.0812
H (-16.750, 13.703, 18.165)  0.0437
C (-17.266, 15.438, 24.676)  -0.0015
C (-17.730, 14.090, 25.220)  -0.4812
O (-18.764, 13.573, 24.849)  -0.0111
C (-16.869, 13.421, 26.261)  0.0018
H (-18.027, 16.184, 24.917)  0.0926
H (-17.235, 15.337, 23.590)  0.0492
H (-16.337, 15.793, 25.113)  0.0840
H (-16.111, 12.776, 25.811)  0.0888
H (-17.437, 12.847, 26.989)  0.0902
H (-16.353, 14.222, 26.793)  0.0837
C (-18.865, 9.045, 22.830)  0.0039
C (-20.056, 9.861, 23.313)  -0.4537
O (-20.304, 10.900, 22.726)  -0.0489
C (-20.866, 9.338, 24.471)  0.0012
H (-18.371, 8.546, 23.660)  0.0912
H (-18.214, 9.675, 22.236)  0.0483
H (-19.300, 8.276, 22.185)  0.1020
H (-20.966, 10.118, 25.226)  0.0917
H (-20.406, 8.464, 24.925)  0.0830
H (-21.863, 9.092, 24.103)  0.0970
C (-16.314, 11.689, 23.000)  -0.0166
C (-14.923, 12.234, 22.910)  -0.4807
O (-14.006, 11.650, 23.441)  0.0765
C (-14.740, 13.574, 22.209)  -0.0138
H (-16.589, 11.180, 22.074)  0.0746
H (-17.022, 12.488, 23.211)  0.0520
H (-16.330, 10.941, 23.792)  0.0922
H (-14.282, 14.276, 22.905)  0.0910
H (-15.723, 13.941, 21.920)  0.0363
H (-14.096, 13.425, 21.343)  0.0879

Force components x, y, z for each atom (eV/Å):
Na 0.31 -0.21 -0.26
Sn 1.72 -0.16 -2.71
B -1.43 0.47 1.28
H -1.62 0.01 0.33
H 1.15 2.86 0.13
H 1.62 -1.92 2.11
H -0.22 -0.96 -2.09
B 0.52 0.45 1.14
H 0.44 0.45 1.28
H 1.26 -0.02 -0.90
H -1.35 -2.93 0.16
H -1.93 2.13 -1.05
C 0.06 -0.13 -0.32
C 1.27 0.34 0.73
N 0.09 -1.04 -0.63
C 0.24 0.59 0.27
C -0.04 -0.22 0.65
C -1.33 -0.15 0.41
C 0.22 0.80 0.44
H 0.04 0.02 0.08
H 0.00 0.10 0.18
H -0.18 -0.03 0.01
H -0.44 -0.04 -0.10
H -0.31 -0.20 0.01
H -0.28 -0.07 -0.44
H 0.15 0.00 -0.13
H 0.00 -0.11 -0.30
H 0.06 0.05 -0.07
H -0.12 -0.05 -0.02
H 0.64 -0.08 0.35
H 0.19 0.09 -0.12
H -0.07 0.02 -0.04
H -0.10 -0.19 -0.40
H -0.08 -0.46 0.10
C -0.75 -0.02 -1.13
C -0.50 -0.54 0.20
N 0.27 -0.11 0.71
C 0.16 0.88 0.42
C -0.31 0.07 -0.19
C -0.04 -0.07 -1.44
C -0.23 0.13 0.03
H 0.29 -0.16 0.26
H 0.27 0.13 0.12
H 0.11 -0.03 0.13
H -0.18 0.12 -0.16
H 0.07 0.46 0.26
H 0.13 -0.25 -0.40
H 0.05 -0.30 0.22
H 0.03 0.08 -0.11
H 0.29 -0.02 -0.02
H -0.08 -0.16 0.01
H -0.10 -0.06 0.15
H 0.22 -0.25 0.47
H -0.11 0.08 0.20
H 0.08 0.01 -0.13
H 0.27 0.03 0.23
C -0.31 -0.02 -0.40
C 0.61 0.53 -1.20
N -0.75 0.28 0.03
C 0.45 -0.54 0.96
C -1.15 0.37 -0.37
C 0.11 -1.03 -0.20
C -0.34 0.89 -0.11
H -0.03 -0.35 0.06
H -0.08 0.04 0.36
H 0.06 -0.07 -0.03
H 0.09 -0.08 0.67
H 0.04 -0.15 0.23
H -0.11 0.27 0.10
H 0.30 0.05 -0.31
H 0.65 0.36 -0.10
H 0.35 -0.53 0.05
H 0.03 0.02 0.01
H 0.01 0.36 -0.01
H -0.02 0.26 0.44
H 0.15 -0.13 -0.11
H 0.17 -0.11 -0.06
H -0.09 -0.30 0.01
C -0.31 0.79 -0.36
C -0.82 -0.35 -0.18
N -1.10 -0.14 0.89
C 0.70 -0.22 -0.30
C 0.56 0.45 0.46
C -0.51 0.77 0.17
C 1.02 0.03 -0.79
H 0.02 -0.03 -0.31
H 0.45 -0.43 0.08
H 0.08 -0.15 0.13
H 0.69 0.07 0.05
H 0.11 -0.01 0.40
H -0.03 0.15 0.17
H -0.14 0.04 -0.07
H 0.05 -0.18 -0.21
H -0.27 -0.13 -0.15
H -0.13 0.02 0.04
H 0.24 0.15 -0.25
H -0.29 -0.41 0.12
H -0.01 0.19 -0.06
H 0.10 -0.33 0.07
H -0.38 -0.29 0.15
C -0.47 -0.40 0.21
C 0.19 0.02 0.30
O -0.52 0.18 -0.32
C 0.19 0.64 0.30
H -0.12 -0.06 -0.07
H 0.24 0.22 0.01
H 0.15 -0.21 -0.19
H -0.02 0.04 -0.14
H -0.20 -0.11 -0.26
H 0.20 -0.21 0.10
C -0.96 0.02 0.27
C 0.94 -0.05 -0.26
O -0.59 0.53 0.28
C 0.05 0.21 -0.19
H 0.16 0.05 -0.09
H 0.12 -0.06 0.08
H 0.16 -0.14 -0.02
H -0.03 0.05 -0.04
H -0.08 -0.04 -0.05
H -0.03 -0.05 0.07
C -0.11 -0.34 0.31
C 0.44 0.20 0.34
O 0.10 0.16 -0.19
C -0.44 -0.66 0.27
H -0.07 0.27 -0.15
H -0.18 -0.14 -0.23
H -0.04 0.01 0.01
H 0.18 -0.04 -0.06
H 0.14 0.19 -0.27
H 0.03 0.15 -0.01

Summary:
- Gap between HOMO and LUMO: 0.2060 Ha
- Energy: -59310.3330 eV
- Charge: +1